Entry a
37
Properties=species:S:1:pos:R:3:lowdin_charge:R:1 method="wB97M-V/def2-TZVPD" total_charge=0 e_homo_ev=-9.0161 gap_ev=9.546
O 4.726 3.675 0.405 0.06
O -2.251 0.426 -1.094 0.08
O -3.296 -2.368 0.965 0.12
O 3.171 4.727 -0.917 0.11
O -0.446 0.479 2.207 0.01
C 3.568 3.781 -0.036 -0.46
C -1.793 -0.625 -0.702 -0.47
C -2.566 -1.463 1.312 -0.46
C 1.742 1.383 2.266 0.01
C 0.312 1.987 0.401 0.00
C 2.785 2.203 1.787 0.02
C 1.370 2.706 -0.152 0.00
C 0.489 1.300 1.609 -0.23
C 2.590 2.851 0.543 -0.15
N -1.646 -1.616 -1.647 0.12
N -1.595 -0.822 0.657 0.14
C 0.643 -2.264 -1.503 -0.05
C -1.067 -3.815 -2.610 -0.05
C -0.804 -2.793 -1.472 -0.40
C -2.757 -0.504 2.458 0.07
C -1.723 0.279 1.581 -0.23
H 3.995 5.215 -1.099 0.13
H 1.804 0.817 3.180 0.11
H -0.599 1.952 -0.165 0.09
H 3.715 2.340 2.360 0.13
H 1.240 3.236 -1.081 0.12
H -1.862 -1.368 -2.584 0.14
H 0.788 -1.555 -0.683 0.07
H 0.894 -1.759 -2.437 0.09
H 1.324 -3.088 -1.383 0.07
H -1.054 -3.312 -3.585 0.08
H -0.319 -4.596 -2.589 0.07
H -2.082 -4.288 -2.502 0.09
H -0.997 -3.289 -0.506 0.14
H -2.382 -0.958 3.376 0.13
H -3.763 -0.094 2.474 0.13
H -2.152 1.218 1.165 0.17

Entry b
37
Properties=species:S:1:pos:R:3:lowdin_charge:R:1 method="wB97M-V/def2-TZVPD" total_charge=0 e_homo_ev=-8.2375 smiles="CCOC(=O)c1c(C)n(C)c2ccc(OC)c([N+](=O)[O-])c12" gap_ev=8.795
C 3.390 1.848 -2.412 -0.07
C 3.456 0.494 -1.734 -0.20
H 4.263 0.454 -0.994 0.13
H 3.619 -0.312 -2.459 0.13
O 2.216 0.256 -1.064 -0.01
C 2.097 -0.923 -0.449 -0.43
O 2.983 -1.752 -0.449 0.09
C 0.804 -1.090 0.212 0.00
C 0.460 -2.210 0.957 -0.18
N -0.795 -2.067 1.454 -0.05
C -1.312 -0.866 1.037 -0.16
C -2.555 -0.309 1.282 0.00
C -2.845 0.931 0.752 -0.01
C -1.902 1.612 -0.024 -0.21
C -0.651 1.042 -0.274 -0.02
C -0.327 -0.208 0.250 -0.01
N 0.227 1.853 -1.104 -0.37
O 0.158 1.686 -2.296 0.12
O 0.901 2.679 -0.542 0.12
O -2.102 2.832 -0.590 -0.07
C -3.332 3.485 -0.392 -0.07
H -3.512 3.688 0.669 0.10
H -4.164 2.906 -0.804 0.10
H -3.248 4.428 -0.929 0.10
H -3.811 1.369 0.938 0.10
H -3.298 -0.823 1.871 0.11
C -1.483 -3.038 2.258 0.00
H -0.790 -3.499 2.961 0.09
H -2.276 -2.550 2.820 0.09
H -1.923 -3.822 1.635 0.10
C 1.258 -3.428 1.234 0.01
H 0.714 -4.320 0.926 0.09
H 2.195 -3.370 0.690 0.07
H 1.474 -3.511 2.300 0.09
H 2.577 1.864 -3.133 0.07
H 3.209 2.625 -1.674 0.07
H 4.328 2.046 -2.922 0.08

Most stable to least stable, the ends of the list are entry a and entry b.